Record 1
Below is C4H4N2O as an isolated structure, with properties calculated with the ωB97M-V functional and the def2-TZVPD basis.

## Properties
Frontier orbital gap (alpha / beta) (eV): 8.4042 / 8.4060
E_HOMO (alpha / beta) (eV): -9.2 / -9.2
Net charge: 0

```
11
Properties=species:S:1:pos:R:3:mulliken_charge:R:1
N 1.2815 -0.4142 -0.7187 -0.53
C 0.7843 -0.0398 0.4989 0.41
C 0.0711 -1.1027 1.1575 -0.27
C -0.7262 -0.5935 0.1372 -0.10
C -1.2871 0.7705 0.0685 -0.17
N -0.5867 1.7713 0.4516 -0.28
O 0.6628 1.3109 0.8418 -0.25
H 1.7782 0.3462 -1.1974 0.26
H 0.4221 -2.1308 1.1602 0.20
H -0.0188 -0.8901 -1.0205 0.33
H -2.2932 0.9590 -0.2923 0.40
```

=====

Record 2
Below is C4H4N2O as an isolated structure in a non-equilibrium geometry, with properties calculated with the ωB97M-V functional and the def2-TZVPD basis.

## Properties
Frontier orbital gap (eV): 8.8747
E_HOMO (eV): -9.4
Net charge: 0

```
11
Properties=species:S:1:pos:R:3:mulliken_charge:R:1
C -0.9169 1.1627 0.3441 -0.03
C 0.2193 0.4174 0.0742 0.65
C 0.3760 -0.6096 1.1117 -0.22
C 1.0741 -1.2554 -0.7989 -0.15
H -0.9284 2.0243 -1.6635 0.44
H -1.4423 0.7894 1.4580 0.21
H 0.0037 -0.8593 2.0884 0.39
H 1.6483 -1.8513 -1.4560 0.38
N 1.0360 -1.6449 0.5698 -0.54
N 0.6369 -0.0183 -1.0847 -0.58
O -1.7067 1.8450 -0.6431 -0.54
```

=====

Result set for ΔE to the lowest compared entry with this formula, charge and spin: 768.7, 421.2 kJ/mol, one per record in the order listed.